105
Properties=species:S:1:pos:R:3:mulliken_spin:R:1 method="wB97M-V/def2-TZVPD" multiplicity=2 homo_ev="-13.437 / -13.437" gap_ev="2.599 / 2.476" charge=+2
Zn 3.408 -2.307 0.068 0.01
C -0.553 -0.121 -0.595 0.00
C 0.840 -0.026 -0.025 0.00
O 1.648 -1.156 -0.315 -0.01
H -1.288 0.591 -0.219 0.00
H -0.826 -1.163 -0.429 0.00
H -0.393 0.009 -1.666 0.00
H 0.752 0.147 1.048 0.00
H 1.263 0.955 -0.242 0.00
O 1.843 -3.985 -4.514 0.00
S 0.831 -2.992 -4.834 0.00
O 0.434 -2.776 -6.194 0.00
O -0.635 -3.120 -3.894 0.00
C -0.683 -3.620 -2.613 0.00
C -2.159 -3.932 -2.049 0.00
C 1.393 -1.503 -4.035 0.00
H -0.069 -2.997 -1.962 0.00
H -0.197 -4.593 -2.686 0.00
H -2.705 -4.792 -2.439 0.00
H -2.772 -3.077 -2.334 0.00
H -2.123 -4.191 -0.991 0.00
H 0.622 -0.855 -3.618 0.00
H 2.007 -0.893 -4.697 0.00
H 2.073 -1.767 -3.225 0.00
O -1.314 -5.921 1.737 0.00
S -1.173 -4.779 2.619 0.00
O -2.396 -4.099 3.152 0.00
O -0.137 -5.184 3.828 0.00
C -0.270 -4.744 5.105 0.00
C 0.379 -5.710 6.006 0.00
C 0.014 -3.578 1.685 0.00
H -1.310 -4.631 5.411 0.00
H 0.370 -3.868 5.212 0.00
H -0.190 -6.635 6.099 0.00
H 0.530 -5.256 6.986 0.00
H 1.401 -5.866 5.661 0.00
H 0.128 -2.695 2.314 0.00
H -0.498 -3.158 0.819 0.00
H 1.038 -3.942 1.609 0.00
O 2.958 4.381 -2.572 0.00
S 2.843 3.029 -3.157 0.00
O 1.579 2.277 -3.216 0.00
O 3.516 3.137 -4.700 0.00
C 3.239 2.108 -5.670 0.00
C 3.198 2.651 -7.147 0.00
C 4.151 1.893 -2.449 0.00
H 2.218 1.748 -5.541 0.00
H 4.065 1.401 -5.593 0.00
H 2.384 3.355 -7.318 0.00
H 2.989 1.887 -7.896 0.00
H 4.182 3.016 -7.441 0.00
H 5.126 2.380 -2.443 0.00
H 4.284 1.134 -3.221 0.00
H 3.699 1.396 -1.591 0.00
O 7.562 -0.234 4.040 0.00
S 7.176 0.309 2.721 0.00
O 7.144 -0.405 1.391 0.00
O 5.623 0.891 3.100 0.00
C 4.875 1.711 2.100 0.00
C 3.455 1.876 2.438 0.00
C 8.225 1.768 2.490 0.00
H 4.982 1.044 1.244 0.00
H 5.480 2.604 1.943 0.00
H 3.091 1.069 3.075 0.00
H 2.802 2.042 1.580 0.00
H 3.414 2.838 2.947 0.00
H 8.302 1.999 3.552 0.00
H 7.427 2.411 2.121 0.00
H 9.074 1.433 1.894 0.00
C -0.278 6.282 1.390 0.08
C -1.361 5.791 0.732 -0.02
C -1.308 4.446 -0.085 0.00
O -2.282 3.901 -0.656 -0.05
C 0.038 4.022 -0.198 0.00
C 1.148 4.578 0.357 0.06
C 1.074 5.674 1.293 0.06
O 2.072 6.269 1.759 0.87
H -0.474 7.019 2.155 0.00
H -2.283 6.345 0.828 0.01
H 0.210 3.234 -0.915 -0.01
H 2.079 4.196 -0.036 -0.01
C -6.320 -2.433 1.002 0.00
C -5.952 -2.076 2.242 0.00
C -4.636 -1.493 2.571 0.00
O -4.300 -1.184 3.762 0.00
C -3.704 -1.628 1.547 0.00
C -4.014 -1.996 0.273 0.00
C -5.402 -2.376 -0.156 0.00
O -5.710 -2.630 -1.304 0.00
H -7.292 -2.891 0.893 0.00
H -6.550 -2.382 3.088 0.00
H -2.731 -1.185 1.699 0.00
H -3.227 -1.866 -0.454 0.00
C -6.098 1.760 -0.855 0.00
C -5.110 1.738 0.074 0.00
C -5.288 1.870 1.532 0.00
O -4.475 1.646 2.426 0.00
C -6.726 2.288 1.804 0.00
C -7.687 2.284 0.816 0.00
C -7.588 1.866 -0.542 0.00
O -8.571 1.742 -1.262 0.00
H -5.772 1.590 -1.871 0.00
H -4.074 1.592 -0.194 0.00
H -7.042 2.533 2.807 0.00
H -8.713 2.556 1.015 0.00

16
Properties=species:S:1:pos:R:3:lowdin_charge:R:1 method="wB97M-V/def2-TZVPD" e_above_lowest_kj_mol=304.0 smiles="C=C=CC(=O)[C@@H](C)O" homo_ev=-8.959 gap_ev=9.116
C -2.427 0.162 -1.275 0.05
C -1.667 0.676 -0.356 -0.07
C -0.987 1.520 0.419 -0.02
C 0.288 1.016 0.788 -0.34
O 1.000 1.308 1.707 0.09
C 0.586 -0.549 0.017 -0.35
C 2.100 -0.690 -0.094 -0.06
O 0.010 -1.476 0.897 -0.04
H -2.919 -0.790 -1.148 0.08
H -2.575 0.674 -2.216 0.08
H -1.354 2.466 0.800 0.12
H 0.167 -0.811 -0.956 0.12
H 2.477 0.084 -0.758 0.08
H 2.352 -1.676 -0.486 0.08
H 2.579 -0.591 0.880 0.08
H 0.372 -1.323 1.781 0.10

14
Properties=species:S:1:pos:R:3:lowdin_charge:R:1 method="wB97M-V/def2-TZVPD" e_above_lowest_kj_mol=37.2 homo_ev=-4.356 gap_ev=8.196 charge=-1
S 0.872 -0.727 0.118 0.11
H 0.892 -1.968 0.724 -0.31
H -0.541 0.750 -0.742 -0.13
H -0.832 2.173 -0.434 0.03
O -1.200 1.437 -0.924 -0.12
H 3.278 0.425 -0.210 -0.06
H 3.450 0.374 -1.685 0.00
O 3.848 0.779 -0.917 -0.12
H -2.356 -0.397 -0.780 -0.01
H -1.612 -1.633 -0.583 -0.04
O -2.499 -1.352 -0.796 -0.10
H -1.789 0.033 1.749 0.00
H -0.343 -0.036 2.000 -0.11
O -1.167 0.141 2.480 -0.14

Number 1: electronic energy -164604.839 eV. Number 2: electronic energy -10443.576 eV. Number 3: electronic energy -19173.724 eV.